(1)
C59H59FN4OP2V | wB97M-V/def2-TZVPD

```
127
Properties=species:S:1:pos:R:3:forces:R:3:mulliken_spin:R:1
V -0.458357 0.095783 -0.501708 1.2165 -0.8627 -0.0647 1.015
C -1.914308 0.257509 2.381894 0.0063 0.1770 0.2403 -0.005
P -0.078480 -0.038493 2.428728 -0.0888 -0.1656 -0.4547 0.015
C 0.357489 0.239503 4.191705 -0.0905 0.0159 -0.1308 0.001
C 1.094646 -0.664319 4.950109 0.0633 -0.0202 0.0191 0.001
C 1.424850 -0.372532 6.268219 -0.0100 0.0090 -0.0505 0.000
C 1.024828 0.824330 6.842866 0.0052 0.0212 -0.0225 0.000
C 0.302141 1.740178 6.087870 0.0204 -0.0310 0.0046 0.000
C -0.022888 1.451572 4.771839 -0.0044 0.0760 -0.0428 -0.001
C 0.078197 -1.851949 2.237117 0.0004 -0.0159 0.2336 0.010
C 1.238040 -2.336575 1.635816 0.1142 -0.0209 -0.0151 0.003
C 1.410404 -3.697400 1.413891 -0.0558 0.0560 0.0349 0.000
C 0.414599 -4.589513 1.782240 -0.0341 0.0284 0.0111 0.000
C -0.737486 -4.120541 2.403083 0.0325 -0.0015 -0.0409 0.000
C -0.897438 -2.763697 2.639056 -0.0009 -0.0382 0.0250 -0.004
C -2.253444 1.397181 1.472201 0.1655 0.0745 -0.1431 -0.009
C -3.030509 2.517044 1.660647 -0.0739 0.1037 -0.0736 0.004
C -2.899331 3.314522 0.483537 -0.0830 0.0119 0.1228 0.002
C -2.047172 2.643238 -0.356864 0.3372 -0.2479 0.0426 -0.012
C -1.286793 3.052364 -1.602244 -0.0456 0.0485 0.1373 0.017
P 0.345651 2.288372 -1.210593 -0.2858 0.2044 -0.2245 -0.016
C 1.483706 2.384839 -2.638962 -0.0979 -0.1223 -0.0493 -0.013
C 2.760084 2.933583 -2.593033 0.1532 0.0216 0.0601 0.001
C 3.640640 2.773768 -3.659637 -0.0584 -0.0372 0.0311 0.001
C 3.252760 2.066437 -4.786714 -0.0410 0.0090 0.0007 -0.001
C 1.979896 1.507697 -4.842556 0.0458 0.0110 0.0345 -0.002
C 1.114820 1.651259 -3.771382 -0.0670 0.0972 -0.0113 -0.002
C 0.936413 3.586963 -0.052062 0.0833 -0.1163 -0.0233 -0.004
C 1.243962 4.868779 -0.510228 -0.0359 0.0249 -0.0457 0.002
C 1.595422 5.873103 0.376634 -0.0183 -0.0083 0.0191 -0.001
C 1.623555 5.616682 1.742441 -0.0015 -0.0147 -0.0222 0.000
C 1.294795 4.354553 2.210280 -0.0221 -0.0290 -0.0188 -0.001
C 0.954967 3.346132 1.315568 0.0669 -0.0266 0.0517 0.005
N -1.648852 1.461409 0.246829 -0.8673 0.7731 0.4055 -0.081
H -2.306238 0.433294 3.385859 -0.0334 -0.0524 -0.0335 0.003
H -2.339542 -0.666496 2.002554 -0.1045 -0.0946 -0.0506 0.013
H 1.414210 -1.604015 4.516934 -0.0328 -0.0179 -0.0213 0.000
H 1.991632 -1.089813 6.847852 0.0055 -0.0116 0.0087 0.000
H 1.275302 1.044673 7.872249 0.0037 0.0052 0.0094 0.000
H -0.011378 2.679441 6.525186 -0.0041 0.0094 0.0056 0.000
H -0.582111 2.177566 4.188318 -0.0332 -0.0226 -0.0044 0.000
H 2.006409 -1.634190 1.328905 -0.0601 -0.0442 0.0279 -0.013
H 2.315597 -4.055876 0.940314 0.0212 -0.0069 -0.0139 0.000
H 0.530543 -5.647415 1.585323 0.0052 -0.0088 0.0051 0.000
H -1.514605 -4.813073 2.699952 -0.0057 -0.0128 0.0031 0.000
H -1.791509 -2.413003 3.139929 -0.0240 -0.0025 -0.0066 0.000
H -3.615982 2.749848 2.537165 -0.0152 -0.0069 0.0092 0.000
H -3.359915 4.272066 0.297434 0.0150 0.0297 0.0027 0.001
H -1.229320 4.138199 -1.692142 -0.0190 -0.0119 -0.0236 -0.002
H -1.678518 2.639963 -2.531638 0.1025 0.0779 0.1524 0.003
H 3.086329 3.479544 -1.714850 -0.0257 -0.0274 -0.0467 0.000
H 4.629926 3.210495 -3.604841 0.0164 0.0096 -0.0041 0.000
H 3.934946 1.950524 -5.619082 0.0067 -0.0021 -0.0135 0.000
H 1.668083 0.946986 -5.714278 -0.0009 -0.0033 -0.0191 0.000
H 0.137494 1.178008 -3.803245 -0.0030 -0.0006 0.0020 0.009
H 1.196724 5.089570 -1.570992 0.0203 -0.0129 0.0008 0.000
H 1.836604 6.860372 0.004458 -0.0011 0.0129 -0.0072 0.000
H 1.891190 6.402782 2.436489 -0.0037 0.0118 0.0071 0.000
H 1.288184 4.151705 3.274606 0.0170 -0.0126 -0.0002 0.000
H 0.694690 2.359422 1.681474 -0.0051 0.0181 -0.0159 -0.003
C -3.392521 1.808777 -3.847755 -0.0961 -0.0616 -0.0404 0.002
C -3.018823 0.513579 -3.126231 -0.0285 0.0148 0.0451 -0.009
C -2.876815 -0.614698 -4.154678 -0.0126 0.0132 0.0104 -0.001
C -3.994944 0.124367 -2.027463 -0.0823 0.0588 -0.1686 -0.007
C -5.323198 0.522808 -2.121250 0.0042 0.0015 0.0240 -0.001
C -6.272828 0.091403 -1.210352 0.0676 0.0071 -0.0339 0.000
C -5.887082 -0.761974 -0.197810 0.0438 0.0316 0.0008 -0.001
C -4.563669 -1.175173 -0.054999 -0.0344 0.0234 0.0291 0.001
C -4.275379 -2.118828 1.102727 0.0464 -0.0208 -0.0057 0.000
C -4.947059 -3.489198 0.938415 0.0465 -0.0424 -0.0257 0.000
C -4.768933 -1.522555 2.434300 0.0276 0.0654 -0.0248 0.000
C -3.595242 -0.708913 -0.966738 0.1183 -0.0819 0.0814 0.022
N -2.218453 -1.103948 -0.902615 0.1585 -0.1594 -0.2044 0.006
C -1.995445 -2.373950 -1.389327 -0.1340 0.2157 0.1972 -0.005
C -2.943677 -3.329591 -1.797601 -0.1640 -0.0794 -0.0427 0.002
C -2.567435 -4.596189 -2.225602 0.0467 0.0395 0.0087 0.000
C -1.233984 -4.981467 -2.299044 -0.0648 0.0841 0.0357 0.001
C -0.263419 -4.039233 -1.969941 -0.0203 -0.0672 -0.0359 0.003
C -0.687859 -2.808525 -1.557119 0.2941 -0.0137 -0.0738 0.009
F 0.264196 -1.823651 -1.334134 0.0966 -0.0259 0.1913 0.010
H -2.553018 2.154887 -4.455511 0.0071 0.0019 -0.0243 0.000
H -3.665662 2.601899 -3.150177 -0.0179 -0.0092 -0.0144 0.000
H -4.230138 1.654738 -4.530860 -0.0388 -0.0108 0.0050 0.000
H -2.037052 0.643373 -2.658174 -0.0746 0.0085 -0.0040 0.006
H -3.849744 -0.839841 -4.598943 0.0057 -0.0049 -0.0135 0.000
H -2.492198 -1.529639 -3.708246 -0.0093 0.0027 -0.0030 0.000
H -2.199408 -0.316264 -4.959520 0.0112 0.0162 -0.0157 0.000
H -5.629032 1.176848 -2.924498 -0.0171 0.0465 -0.0590 0.000
H -7.301872 0.415980 -1.295438 -0.0126 -0.0042 -0.0113 0.000
H -6.625905 -1.114229 0.513034 0.0001 0.0036 -0.0088 0.000
H -3.197447 -2.285863 1.138975 0.0231 0.0602 0.0333 -0.001
H -6.017812 -3.372911 0.755604 0.0024 0.0092 0.0139 0.000
H -4.830009 -4.069981 1.857253 0.0100 0.0017 -0.0024 0.000
H -4.520977 -4.070155 0.123983 0.0113 0.0082 -0.0321 0.000
H -5.823216 -1.766849 2.583432 -0.0055 0.0368 0.0061 0.000
H -4.678177 -0.437422 2.462317 0.0915 0.0328 -0.0084 0.000
H -4.222117 -1.939034 3.283125 0.0140 -0.0521 0.0057 0.000
H -3.988927 -3.051960 -1.793684 0.0079 -0.0447 0.0082 0.000
H -3.341306 -5.296033 -2.515454 -0.0143 -0.0024 -0.0042 0.000
H -0.951004 -5.971846 -2.624172 -0.0039 -0.0246 -0.0051 0.000
H 0.796584 -4.247942 -2.037746 0.0052 0.0161 -0.0005 0.000
C 6.290499 -0.165996 -1.587262 -0.0440 0.0266 -0.0197 0.000
N 5.042930 -0.899151 -1.363727 0.1177 0.0326 0.1581 0.002
N 4.109141 -0.252847 -0.556073 -0.0463 0.1228 -0.0500 0.003
C 2.840595 -0.434720 -1.076021 -0.1013 0.0984 -0.1488 -0.005
O 1.832815 -0.002241 -0.510227 -0.3546 -0.1211 0.2961 0.024
C 3.017215 -1.181126 -2.293388 0.0728 0.1156 0.0034 0.001
C 4.346815 -1.385498 -2.443586 -0.0220 -0.1427 -0.1322 -0.002
C 5.088601 -2.005763 -3.575600 -0.0477 -0.0082 0.0094 0.000
C 4.399213 -0.010836 0.813512 0.0235 -0.1060 -0.0313 0.000
C 5.371954 -0.764232 1.459979 -0.0134 -0.0776 0.0666 0.000
C 5.637450 -0.531988 2.801150 -0.0246 -0.0091 0.0182 0.000
C 4.929045 0.433627 3.501080 -0.0125 0.0187 -0.0691 0.000
C 3.952799 1.171668 2.845636 -0.0156 -0.0099 -0.0097 0.001
C 3.685851 0.962014 1.501833 -0.0550 0.1298 -0.0627 0.003
H 6.559495 0.353666 -0.672386 0.0105 -0.0474 0.0341 0.000
H 6.180473 0.565958 -2.391717 -0.0012 0.0227 0.0209 0.000
H 7.081690 -0.871812 -1.829445 -0.0064 -0.0004 -0.0398 0.000
H 2.227744 -1.488513 -2.955046 -0.0276 -0.0030 0.0066 0.000
H 4.385818 -2.462823 -4.267646 -0.0007 -0.0036 -0.0031 0.000
H 5.777439 -2.770128 -3.215252 0.0034 -0.0097 -0.0063 0.000
H 5.668661 -1.261289 -4.124128 -0.0079 0.0287 0.0141 0.000
H 5.893643 -1.549242 0.929278 0.0152 0.0257 -0.0376 0.000
H 6.390697 -1.125930 3.301747 0.0125 0.0067 0.0081 0.000
H 5.135817 0.609067 4.547881 -0.0193 -0.0008 0.0186 0.000
H 3.388407 1.927913 3.373454 -0.0369 0.0204 0.0690 0.000
H 2.920621 1.537033 0.997384 0.1021 -0.0310 0.0404 -0.002
```
Forces are in eV/Å.

Results
Multiplicity ... 2
<S²> ... 0.757
HOMO-LUMO gap (spin up / spin down) ... 6.6 / 6.1 eV
Electronic energy ... -117131.830 eV

---

(2)
C6H14N3 | wB97M-V/def2-TZVPD

```
23
Properties=species:S:1:pos:R:3:forces:R:3:mulliken_charge:R:1
H 2.525449 0.026815 -3.308319 -0.9296 0.9267 2.1529 0.284
N 2.277181 0.153678 -2.239261 0.2181 -0.6665 -1.0120 -0.538
N 1.195672 0.709678 -2.052860 -0.2820 0.3984 -0.7251 -0.056
C 0.747512 0.623940 -0.633042 0.4860 -0.2780 -1.1746 -0.386
N 0.157953 1.924906 -0.197534 -1.8683 -0.7160 -0.2323 -0.080
C -0.241203 2.059086 1.251709 -0.4402 -3.7899 -0.2520 -0.722
C -0.317358 -0.441830 -0.575302 1.1994 -0.8104 1.3195 -0.237
C 0.220220 -1.855409 -0.583200 3.1280 -0.6289 -0.9260 -0.745
C -0.315021 -1.288235 0.720823 1.7795 -0.2424 -3.0614 0.072
C -1.556633 -1.792081 1.241905 -2.8493 0.4190 1.6786 -1.351
H 1.615746 0.484936 -0.052578 0.9086 -0.7182 1.0709 0.562
H 0.591376 2.743452 -0.544570 1.7204 1.0896 -0.0586 0.361
H -0.647498 1.960148 -0.805931 -1.1621 0.0052 0.1217 0.424
H -0.537081 1.054552 1.743828 0.2978 1.5738 -1.4464 0.173
H 0.552110 2.382389 1.807704 2.4173 0.9183 1.1041 0.389
H -0.999602 2.743957 1.376509 -1.8323 1.4265 -0.1513 0.398
H -1.233238 -0.195659 -1.049658 -0.8126 0.1224 -0.4045 0.403
H 1.427631 -1.864977 -0.777756 -3.1016 -0.0804 0.8021 0.227
H -0.215807 -2.749636 -1.119696 -0.0086 1.5261 0.7572 0.304
H 0.476457 -1.011471 1.383070 0.1401 0.1127 0.6744 0.571
H -2.291100 -2.249117 0.507343 0.9898 0.8004 0.8089 0.286
H -2.012544 -0.947745 1.836712 -0.3353 -0.5934 -0.9258 0.244
H -1.420222 -2.471377 2.070106 0.3371 -0.7949 -0.1203 0.416
```
Forces are in eV/Å.

Results
ΔE to the lowest compared entry with this formula, charge and spin ... 86.6 kcal/mol
SMILES string ... [H]/N=N/[C@@H]([NH2+]C)[C@H]1C[C@@H]1C
Charge ... +1
HOMO-LUMO gap ... 9.9 eV
Electronic energy ... -10909.378 eV

---

(3)
C3H2ClNO2S | wB97M-V/def2-TZVPD

```
10
Properties=species:S:1:pos:R:3:forces:R:3:mulliken_charge:R:1
C 0.535548 0.127808 1.204355 -0.6433 -0.1015 0.7581 -0.070
C 1.298086 0.180226 -0.055060 0.0160 0.0411 0.0490 0.111
C -0.771664 -0.003477 1.174539 0.6795 -0.1263 -3.5234 -0.145
N 0.848666 0.084888 -1.225600 -0.5013 -0.1656 -1.0072 -0.379
O -1.435802 0.903613 -2.115529 0.3102 -0.1746 0.5155 -0.520
O -1.052167 -1.529094 -1.862014 0.1858 0.4079 0.4076 -0.516
S -0.833928 -0.185910 -1.401176 0.3299 0.1024 2.2265 0.907
Cl -2.093156 -0.104615 2.125558 -0.3094 -0.0359 0.4865 -0.093
H 1.136196 0.198959 2.101307 -0.1144 0.0455 0.1778 0.335
H 2.368221 0.327603 0.053621 0.0470 0.0071 -0.0904 0.370
```
Forces are in eV/Å.

Results
ΔE to the lowest compared entry with this formula, charge and spin ... 47.2 kcal/mol
HOMO-LUMO gap (spin up / spin down) ... 8.2 / 8.2 eV
Electronic energy ... -32082.143 eV

---

(4)
C8H10AsBF4OPtS5 | wB97M-V/def2-TZVPD

```
31
Properties=species:S:1:pos:R:3:forces:R:3:mulliken_charge:R:1
Pt -0.532987 -0.114350 0.355352 0.0575 -0.3265 1.1482 1.299
S -3.403192 0.019983 3.849643 0.0631 -0.0213 -0.3443 -0.627
As -1.378255 -0.354099 3.368191 -0.6273 0.2010 1.8027 0.479
S -0.508621 1.325485 2.168906 0.0839 -1.1737 -0.8671 -0.457
S -1.092365 -1.905587 1.807945 0.6187 1.5360 -1.0270 -0.455
S -0.234682 -0.727155 5.109332 0.2020 -0.0761 -0.2637 -0.635
F 0.692225 -0.691654 -1.801330 0.1517 -0.0342 -0.3305 -0.361
B 1.207978 -1.096745 -3.082112 -0.0104 -0.1479 0.0863 0.305
F 0.443216 -0.449791 -4.086147 -0.0238 0.0102 0.0431 -0.448
F 1.072989 -2.482490 -3.207697 0.0320 0.1286 -0.0190 -0.380
F 2.546085 -0.705709 -3.181331 -0.0972 -0.0129 -0.0072 -0.376
C -1.053028 5.686046 -1.960665 -0.0169 -0.0744 0.0543 -1.457
C -1.319260 4.217327 -1.750586 0.0400 0.0366 -0.0940 1.223
C -2.198145 3.770185 -0.770308 0.0515 0.0111 -0.0333 -0.739
C -2.475881 2.419077 -0.630736 -0.1105 -0.0692 0.1268 -0.427
C -1.864505 1.506123 -1.475782 0.0032 -0.0430 -0.0708 -0.589
C -0.947969 1.926896 -2.434918 0.2087 -0.0840 -0.0246 0.034
C -0.685973 3.280378 -2.566280 -0.0566 0.0351 0.1033 -0.844
S -2.382813 -0.227144 -1.323308 -0.6694 0.4037 -0.4722 0.609
C -3.238102 -0.222763 -2.967421 0.4699 -0.2066 0.2361 -1.048
O -3.513604 -0.237961 -0.374301 -0.3562 -0.1277 -0.0291 -0.691
H -1.682305 6.295783 -1.311991 0.0262 0.0136 0.0028 0.359
H -1.261644 5.959536 -2.997101 0.0065 0.0578 0.0077 0.328
H -0.008483 5.933805 -1.759651 -0.0110 0.0019 0.0190 0.309
H -2.662816 4.483398 -0.098846 -0.0246 -0.0060 -0.0181 0.275
H -3.156387 2.047573 0.127561 0.0270 0.0062 0.0095 0.463
H -0.432723 1.208852 -3.062379 -0.0623 -0.0113 -0.0051 0.479
H 0.026744 3.617489 -3.311381 -0.0120 -0.0294 -0.0168 0.374
H -3.931297 0.615812 -2.963605 0.0204 0.0270 0.0233 0.318
H -3.776811 -1.166302 -3.038940 0.0620 -0.0205 0.0132 0.351
H -2.485746 -0.138405 -3.751369 -0.0460 -0.0042 -0.0536 0.329
```
Forces are in eV/Å.

Results
ΔE to the lowest compared entry with this formula, charge and spin ... 38.1 kcal/mol
Charge ... -2
HOMO-LUMO gap (spin up / spin down) ... 5.5 / 5.5 eV
Electronic energy ... -140322.507 eV